Formula: C40H112N8O12
Source: OMol25
Level of theory: the ωB97M-V functional and the def2-TZVPD basis

Each atom is followed by the atoms it is bonded to, with distances in Å.
Cartesian coordinates (Å):
1 C -7.0386 -2.0553 -1.5170  C2 1.586, H4 1.090, H5 1.090, H6 1.090
2 C -6.4322 -3.2960 -0.7379  C1 1.586, O3 1.412, H7 1.090, H8 1.090
3 O -6.9870 -4.3617 -1.4789  C2 1.412, H9 0.960
4 H -6.5028 -2.0346 -2.4660  C1 1.090
5 H -6.8807 -1.0735 -1.0705  C1 1.090
6 H -8.1031 -2.1384 -1.7360  C1 1.090
7 H -6.6525 -3.3284 0.3292  C2 1.090
8 H -5.3503 -3.2817 -0.8693  C2 1.090
9 H -6.5334 -5.1979 -1.3493  O3 0.960
10 C 0.7085 1.0820 -0.3210  C11 1.478, H13 1.090, H14 1.090, H15 1.090
11 C 0.1300 0.1839 -1.3431  C10 1.478, O12 1.330, H16 1.090, H17 1.090
12 O -0.1227 -1.0109 -0.8151  C11 1.330, H18 0.960
13 H 1.1580 1.9857 -0.7325  C10 1.090
14 H 1.5277 0.6381 0.2446  C10 1.090
15 H 0.0500 1.4031 0.4860  C10 1.090
16 H 0.8441 0.1419 -2.1656  C11 1.090
17 H -0.6974 0.4789 -1.9884  C11 1.090
18 H -0.7196 -1.4377 -1.4341  O12 0.960
19 C -1.2448 7.5246 -3.0377  C20 1.575, H22 1.090, H23 1.090, H24 1.090
20 C -0.8170 8.8678 -2.3360  C19 1.575, O21 1.402, H25 1.090, H26 1.090
21 O -0.2919 9.7142 -3.3232  C20 1.402, H27 0.960
22 H -0.2632 7.3201 -3.4653  C19 1.090
23 H -2.0575 7.7138 -3.7390  C19 1.090
24 H -1.4728 6.7766 -2.2783  C19 1.090
25 H -0.2023 8.8063 -1.4379  C20 1.090
26 H -1.7750 9.2667 -2.0026  C20 1.090
27 H 0.6615 9.7661 -3.2232  O21 0.960
28 C -0.6116 -4.7448 4.9503  C29 1.575, H31 1.090, H32 1.090, H33 1.090
29 C 0.6808 -3.9653 4.5014  C28 1.575, O30 1.486, H34 1.090, H35 1.090
30 O 1.2452 -4.4406 3.2119  C29 1.486, H36 0.960
31 H -0.9569 -4.3603 5.9100  C28 1.090
32 H -0.2545 -5.7630 5.1050  C28 1.090
33 H -1.3953 -4.7006 4.1941  C28 1.090
34 H 1.4472 -4.0681 5.2696  C29 1.090
35 H 0.5271 -2.8875 4.4484  C29 1.090
36 H 0.8218 -3.8904 2.5488  O30 0.960
37 C -7.8951 -3.4828 9.8001  C38 1.596, H43 1.090, H44 1.090, H45 1.090
38 C -6.7465 -3.4419 8.6921  C37 1.596, C39 1.516, N42 1.441, H46 1.090
39 C -6.7219 -2.0817 8.0221  C38 1.516, O40 1.419, H47 1.090, H48 1.090
40 O -5.6968 -2.1825 7.0456  C39 1.419, C41 1.440
41 C -5.5431 -1.0151 6.2172  O40 1.440, H49 1.090, H50 1.090, H51 1.090
42 N -5.5091 -3.7535 9.3624  C38 1.441, H52 1.010, H53 1.010
43 H -8.3707 -4.3914 10.1695  C37 1.090
44 H -8.6356 -2.7423 9.4977  C37 1.090
45 H -7.6637 -2.9539 10.7246  C37 1.090
46 H -7.0117 -4.2048 7.9601  C38 1.090
47 H -6.5935 -1.3061 8.7771  C39 1.090
48 H -7.7487 -1.9005 7.7043  C39 1.090
49 H -4.6432 -1.1546 5.6182  C41 1.090
50 H -5.6349 -0.0273 6.6687  C41 1.090
51 H -6.3548 -0.9391 5.4936  C41 1.090
52 H -5.3616 -3.0509 10.0728  N42 1.010
53 H -4.7419 -3.5778 8.7294  N42 1.010
54 C 8.0672 -0.3922 3.0737  C55 1.525, H60 1.090, H61 1.090, H62 1.090
55 C 6.9972 0.4364 2.3717  C54 1.525, C56 1.493, N59 1.408, H63 1.090
56 C 7.3172 1.8854 2.5353  C55 1.493, O57 1.396, H64 1.090, H65 1.090
57 O 7.1239 2.1687 3.8889  C56 1.396, C58 1.419
58 C 7.4943 3.5169 4.1337  O57 1.419, H66 1.090, H67 1.090, H68 1.090
59 N 7.0075 0.0012 1.0324  C55 1.408, H69 1.010, H70 1.010
60 H 9.0404 0.0746 2.9221  C54 1.090
61 H 8.2750 -1.4206 2.7781  C54 1.090
62 H 7.9839 -0.3100 4.1574  C54 1.090
63 H 6.0174 0.2175 2.7960  C55 1.090
64 H 6.5398 2.4073 1.9772  C56 1.090
65 H 8.2857 2.1983 2.1452  C56 1.090
66 H 7.4792 3.7145 5.2056  C58 1.090
67 H 6.7669 4.2238 3.7345  C58 1.090
68 H 8.4881 3.7966 3.7842  C58 1.090
69 H 6.9736 -1.0033 0.9322  N59 1.010
70 H 7.8500 0.2453 0.5316  N59 1.010
71 C -3.8309 -8.5662 1.1723  C72 1.523, H77 1.090, H78 1.090, H79 1.090
72 C -4.8634 -9.5519 1.7033  C71 1.523, C73 1.531, N76 1.393, H80 1.090
73 C -5.4103 -9.0174 3.0298  C72 1.531, O74 1.344, H81 1.090, H82 1.090
74 O -5.9475 -10.0366 3.7216  C73 1.344, C75 1.410
75 C -6.5556 -9.7461 4.9603  O74 1.410, H83 1.090, H84 1.090, H85 1.090
76 N -5.8806 -9.6146 0.7532  C72 1.393, H86 1.010, H87 1.010
77 H -3.9424 -7.5861 1.6360  C71 1.090
78 H -3.7914 -8.3626 0.1022  C71 1.090
79 H -2.8248 -8.8921 1.4360  C71 1.090
80 H -4.4236 -10.5232 1.9293  C72 1.090
81 H -5.8927 -8.0441 3.1194  C73 1.090
82 H -4.5467 -8.8215 3.6654  C73 1.090
83 H -7.0256 -10.6107 5.4291  C75 1.090
84 H -7.2467 -8.9206 4.7898  C75 1.090
85 H -5.8788 -9.2552 5.6596  C75 1.090
86 H -5.6696 -10.2964 0.0386  N76 1.010
87 H -6.7304 -9.9616 1.1744  N76 1.010
88 C 2.1639 -6.5077 -7.0075  C89 1.527, H94 1.090, H95 1.090, H96 1.090
89 C 0.8500 -5.7290 -7.0218  C88 1.527, C90 1.492, N93 1.425, H97 1.090
90 C 0.3893 -5.4707 -5.6261  C89 1.492, O91 1.443, H98 1.090, H99 1.090
91 O -0.7321 -4.5750 -5.4762  C90 1.443, C92 1.429
92 C -1.9488 -4.9869 -6.1025  O91 1.429, H100 1.090, H101 1.090, H102 1.090
93 N 1.1245 -4.5116 -7.7095  C89 1.425, H103 1.010, H104 1.010
94 H 2.8829 -5.9402 -6.4166  C88 1.090
95 H 2.5129 -6.7410 -8.0134  C88 1.090
96 H 2.0935 -7.4108 -6.4012  C88 1.090
97 H 0.1198 -6.3522 -7.5381  C89 1.090
98 H 1.1472 -5.0070 -4.9947  C90 1.090
99 H 0.0698 -6.4323 -5.2246  C90 1.090
100 H -2.6820 -4.1829 -6.0393  C92 1.090
101 H -2.2391 -5.8960 -5.5757  C92 1.090
102 H -1.8577 -5.0819 -7.1845  C92 1.090
103 H 1.2082 -4.7081 -8.6967  N93 1.010
104 H 0.2481 -4.0097 -7.6993  N93 1.010
105 C -0.1573 1.9827 8.4674  C106 1.515, H111 1.090, H112 1.090, H113 1.090
106 C 0.4057 3.0459 7.5469  C105 1.515, C107 1.563, N110 1.409, H114 1.090
107 C 0.6183 4.4629 8.1700  C106 1.563, O108 1.489, H115 1.090, H116 1.090
108 O 1.5404 5.1734 7.2411  C107 1.489, C109 1.405
109 C 1.6158 6.5479 7.5202  O108 1.405, H117 1.090, H118 1.090, H119 1.090
110 N 1.5308 2.5618 6.8499  C106 1.409, H120 1.010, H121 1.010
111 H -0.8872 2.3449 9.1914  C105 1.090
112 H 0.6702 1.6716 9.1050  C105 1.090
113 H -0.5698 1.1401 7.9125  C105 1.090
114 H -0.3156 2.9657 6.7336  C106 1.090
115 H 0.9687 4.5081 9.2012  C107 1.090
116 H -0.3128 5.0094 8.0207  C107 1.090
117 H 0.9849 7.2356 6.9570  C109 1.090
118 H 2.6382 6.8761 7.3333  C109 1.090
119 H 1.4474 6.7712 8.5737  C109 1.090
120 H 2.3759 2.7242 7.3785  N110 1.010
121 H 1.6685 3.2555 6.1288  N110 1.010
122 C -5.3261 1.2736 -8.3848  C123 1.551, H128 1.090, H129 1.090, H130 1.090
123 C -3.8654 0.7667 -8.5060  C122 1.551, C124 1.599, N127 1.507, H131 1.090
124 C -3.3077 0.2262 -9.9039  C123 1.599, O125 1.408, H132 1.090, H133 1.090
125 O -3.7293 -1.0892 -10.1783  C124 1.408, C126 1.421
126 C -5.1010 -1.3690 -10.4245  O125 1.421, H134 1.090, H135 1.090, H136 1.090
127 N -3.1034 1.9109 -7.8878  C123 1.507, H137 1.010, H138 1.010
128 H -5.6773 1.7748 -7.4829  C122 1.090
129 H -6.1373 0.6112 -8.6871  C122 1.090
130 H -5.5100 2.0913 -9.0817  C122 1.090
131 H -3.6076 -0.0428 -7.8231  C123 1.090
132 H -2.2198 0.1585 -9.9029  C124 1.090
133 H -3.5873 0.9073 -10.7077  C124 1.090
134 H -5.5527 -1.4307 -9.4345  C126 1.090
135 H -5.3101 -2.2191 -11.0739  C126 1.090
136 H -5.6522 -0.5399 -10.8683  C126 1.090
137 H -3.6690 2.4940 -7.2875  N127 1.010
138 H -2.2184 1.7126 -7.4433  N127 1.010
139 C 4.9408 12.1468 2.5625  C140 1.515, H145 1.090, H146 1.090, H147 1.090
140 C 4.3379 11.8293 1.2098  C139 1.515, C141 1.523, N144 1.472, H148 1.090
141 C 4.8780 10.5359 0.6136  C140 1.523, O142 1.476, H149 1.090, H150 1.090
142 O 4.6369 10.3221 -0.8269  C141 1.476, C143 1.377
143 C 4.9787 9.0572 -1.2503  O142 1.377, H151 1.090, H152 1.090, H153 1.090
144 N 2.8696 11.8463 1.3084  C140 1.472, H154 1.010, H155 1.010
145 H 4.9299 11.2144 3.1270  C139 1.090
146 H 4.4686 12.9374 3.1456  C139 1.090
147 H 5.9281 12.5819 2.4079  C139 1.090
148 H 4.4512 12.7020 0.5667  C140 1.090
149 H 4.5995 9.6795 1.2276  C141 1.090
150 H 5.9305 10.6534 0.8716  C141 1.090
151 H 6.0304 8.9473 -1.5145  C143 1.090
152 H 4.4061 8.7734 -2.1333  C143 1.090
153 H 4.7117 8.2280 -0.5950  C143 1.090
154 H 2.4853 12.7450 1.5626  N144 1.010
155 H 2.3574 11.6724 0.4554  N144 1.010
156 C 6.5692 1.3588 -7.4310  C157 1.538, H162 1.090, H163 1.090, H164 1.090
157 C 5.7154 0.5492 -6.4402  C156 1.538, C158 1.543, N161 1.497, H165 1.090
158 C 6.2558 -0.8755 -6.1944  C157 1.543, O159 1.460, H166 1.090, H167 1.090
159 O 7.5622 -1.0312 -5.5607  C158 1.460, C160 1.390
160 C 8.2473 -2.2026 -5.8598  O159 1.390, H168 1.090, H169 1.090, H170 1.090
161 N 5.6422 1.3283 -5.1645  C157 1.497, H171 1.010, H172 1.010
162 H 6.3778 2.4268 -7.3270  C156 1.090
163 H 6.1915 1.0462 -8.4046  C156 1.090
164 H 7.6269 1.1621 -7.2556  C156 1.090
165 H 4.6844 0.5490 -6.7941  C157 1.090
166 H 6.1133 -1.3967 -7.1410  C158 1.090
167 H 5.5301 -1.3882 -5.5630  C158 1.090
168 H 8.2149 -2.5480 -6.8931  C160 1.090
169 H 7.9766 -2.9681 -5.1326  C160 1.090
170 H 9.2976 -1.9851 -5.6662  C160 1.090
171 H 5.8918 0.7093 -4.4065  N161 1.010
172 H 6.3521 2.0430 -5.2373  N161 1.010

HOMO (Eh): -0.3230
M (g/mol): 897.4
Largest force on an atom (eV Å⁻¹): 4.42
Frontier orbital gap (eV): 8.9928